Record 1
Computed, not measured: 2 unconnected molecules or ions with the total composition CH4INS in a non-equilibrium geometry, with ωB97M-V/def2-TZVPD.

Computed properties:
HOMO (alpha / beta)   -8.6974 / -8.5605 eV
Kohn-Sham gap (alpha / beta)   0.2947 / 0.2888 Eh
Charge   0
Maximum force   4.852 eV/A
Energy   -21522.9751 eV

XYZ file:
```
8
CH4INS (ωB97M-V/def2-TZVPD)
H -1.35 -0.02 0.56
N 1.34 0.24 0.23
I 1.07 0.84 2.24
S 1.08 1.56 -0.70
H 1.00 1.01 -1.94
H -1.02 -1.81 0.46
H -1.22 -0.92 -0.92
C -0.89 -0.91 0.07
```

Atomic partial charges in e from the Mulliken method, atoms 1 to 5:
1 H 0.31
2 N -0.38
3 I 0.14
4 S 0.01
5 H 0.15

Record 2
Computed, not measured: a gas-phase ion, C16H32BClN3O4 (charge -1), with ωB97M-V/def2-TZVPD.

Computed properties:
HOMO   -4.3952 eV
Kohn-Sham gap   0.2555 Eh
Charge   -1
Maximum force   0.647 eV/A
Energy   -42972.9432 eV

XYZ file:
```
57
C16H32BClN3O4 (ωB97M-V/def2-TZVPD)
B -1.62 1.05 -1.48
H 3.24 0.65 0.91
C -3.94 -0.14 -0.99
C -3.49 -1.58 -0.74
H 1.25 2.51 0.50
O 5.81 -0.60 0.06
C -0.91 2.25 2.04
H 0.38 3.95 2.23
H 6.02 -1.30 3.36
C 2.85 1.20 -1.16
H 1.09 2.31 -2.70
C 5.45 -1.05 2.46
N -2.70 -4.59 -0.51
C -3.08 0.62 -2.01
H -2.92 -0.05 -2.88
H -3.15 -2.00 -1.69
H 1.12 4.19 0.02
H -4.69 -5.52 1.81
C 0.48 1.80 -1.95
H -3.54 -2.90 1.56
H 4.83 -1.90 2.19
O -1.53 2.42 -0.85
C 3.60 0.39 -0.10
H -3.92 0.42 -0.05
C 5.09 0.56 -0.14
H -0.28 3.78 -1.69
C 6.42 -0.71 1.35
H -3.13 -4.87 -1.39
O -0.60 1.14 -2.56
H -1.24 1.59 1.23
H -3.64 1.48 -2.40
C -0.29 3.53 1.48
H 3.38 -0.68 -0.24
H -2.01 -5.29 -0.30
C -3.68 -4.62 0.54
N -4.21 -3.37 0.96
H -5.36 -1.79 0.29
H 4.82 -0.20 2.73
C -0.23 2.88 -1.06
H -5.08 -3.04 -0.90
H 6.97 0.22 1.57
C 0.54 3.29 0.22
H -4.99 -0.16 -1.32
H -1.73 2.47 2.72
H -1.25 0.22 -0.59
C -4.59 -2.44 -0.13
H 1.01 0.68 -0.17
H 3.31 0.98 -2.13
C 1.37 0.80 -1.19
H -2.60 -1.58 -0.10
H 2.97 2.27 -0.98
H 7.17 -1.50 1.24
N -4.01 -5.72 1.08
H 1.26 -0.18 -1.67
O 5.66 1.59 -0.35
H -0.14 1.73 2.62
Cl -1.53 4.82 1.24
```

Atomic partial charges in e from the Mulliken method, atoms 1 to 5:
1 B 0.97
2 H 0.29
3 C -0.70
4 C -0.07
5 H -0.24

Record 3
Computed, not measured: a molecular structure, C22H27AuBrN3O3S2, with ωB97M-V/def2-TZVPD.

Computed properties:
HOMO (alpha / beta)   -13.3278 / -14.0201 eV
Kohn-Sham gap (alpha / beta)   0.2843 / 0.1921 Eh
Charge   +2
Spin multiplicity   3
Maximum force   0.415 eV/A
Energy   -129254.8581 eV

XYZ file:
```
59
C22H27AuBrN3O3S2 (ωB97M-V/def2-TZVPD)
H -2.43 5.08 -0.65
S -1.70 -2.32 -0.78
H -1.70 -2.38 1.56
C 3.98 -2.34 -0.40
H -4.38 -0.49 -0.27
H -3.16 -3.14 0.89
H -0.02 3.29 1.19
H -3.40 -0.49 1.21
H -0.30 4.70 0.15
H 4.64 4.99 -0.79
H 1.62 -6.39 -0.01
C -4.11 0.08 0.63
Br 4.67 -0.70 -0.99
C 4.18 3.99 1.03
C -2.18 1.79 0.22
C -2.25 -3.66 -1.82
O -0.18 -2.38 -0.91
C 2.33 -6.08 0.75
H -5.77 4.88 -0.18
H -2.08 -3.37 -2.86
C 2.97 -4.77 0.36
H 4.67 4.67 1.71
C -5.09 4.66 -1.01
C -1.10 0.73 0.36
H -1.67 -4.55 -1.58
H 4.94 -5.54 0.01
N 2.87 2.13 -0.50
C 4.30 -4.66 0.00
H -5.51 2.10 -0.27
C 3.47 3.17 -1.05
H 0.28 3.16 -0.53
H 3.08 -6.86 0.85
H 3.40 3.24 -2.13
C 2.93 1.97 0.83
Au 1.30 -0.76 -0.14
H -4.66 5.59 -1.36
O -0.14 0.82 -0.48
C -0.37 3.62 0.21
N 2.70 -2.41 -0.04
H 1.80 -5.99 1.70
H 1.17 -3.63 0.61
H -5.02 0.22 1.22
C 4.82 -3.44 -0.38
C -4.46 2.37 -0.21
C -3.57 1.43 0.23
C -4.07 3.69 -0.57
C -2.08 -3.05 0.80
O -1.24 -0.11 1.24
H -1.61 -4.03 0.87
H -3.31 -3.82 -1.65
H 5.85 -3.32 -0.67
N 3.57 2.92 1.58
H -5.71 4.22 -1.80
C -1.78 3.17 -0.01
C -2.72 4.06 -0.44
H 3.60 2.78 2.58
C 2.21 -3.61 0.33
S 2.26 0.65 1.67
C 4.15 4.16 -0.32
```

Atomic partial charges in e from the Mulliken method, atoms 1 to 5:
1 H 0.37
2 S 0.60
3 H 0.25
4 C 0.30
5 H 0.33

Record 4
Computed, not measured: a molecular structure, C9H18KO8S2 in a non-equilibrium geometry, with ωB97M-V/def2-TZVPD.

Computed properties:
HOMO   -12.7252 eV
Kohn-Sham gap   0.3664 Eh
Charge   +1
Maximum force   4.586 eV/A
Energy   -63992.5809 eV

XYZ file:
```
38
C9H18KO8S2 (ωB97M-V/def2-TZVPD)
O -0.97 0.71 1.92
K 0.71 0.96 -1.96
H 3.10 2.48 1.75
O -3.98 1.51 0.41
C -4.30 1.49 -0.96
H 2.99 1.30 0.42
O 0.60 3.54 1.64
O 0.55 -1.01 -2.60
H -3.75 2.24 -1.53
H 1.06 -0.28 -0.05
H 0.54 -4.05 -1.23
H -4.11 0.51 -1.39
O -1.66 -0.02 -0.13
O 0.41 2.46 -0.50
H -2.76 2.43 1.70
C 1.14 -2.88 0.49
H -0.46 -2.65 -0.98
C -2.71 1.96 0.73
S 1.43 -2.09 -2.18
C 1.06 -0.44 1.01
O 1.73 -3.03 -3.38
H 1.87 -2.48 -4.17
H -5.36 1.69 -1.10
H 2.95 3.00 0.05
H 2.10 -0.44 1.31
C 0.56 -3.01 -0.92
O 2.66 -1.55 -1.71
H 0.78 -2.01 2.39
C -1.74 0.79 0.76
H 0.96 -3.83 0.98
C 2.65 2.27 0.78
H 0.87 0.86 2.69
H -2.32 2.68 0.01
C 0.41 0.80 1.71
C 0.49 -1.79 1.37
H -0.59 -1.83 1.33
H 2.20 -2.66 0.47
S 0.89 2.37 0.88
```

Atomic partial charges in e from the Mulliken method, atoms 1 to 5:
1 O -0.38
2 K 0.96
3 H 0.38
4 O -0.40
5 C -0.64

Repeat the third record exactly.
Computed, not measured: a molecular structure, C22H27AuBrN3O3S2, with ωB97M-V/def2-TZVPD.

Computed properties:
HOMO (alpha / beta)   -13.3278 / -14.0201 eV
Kohn-Sham gap (alpha / beta)   0.2843 / 0.1921 Eh
Charge   +2
Spin multiplicity   3
Maximum force   0.415 eV/A
Energy   -129254.8581 eV

XYZ file:
```
59
C22H27AuBrN3O3S2 (ωB97M-V/def2-TZVPD)
H -2.43 5.08 -0.65
S -1.70 -2.32 -0.78
H -1.70 -2.38 1.56
C 3.98 -2.34 -0.40
H -4.38 -0.49 -0.27
H -3.16 -3.14 0.89
H -0.02 3.29 1.19
H -3.40 -0.49 1.21
H -0.30 4.70 0.15
H 4.64 4.99 -0.79
H 1.62 -6.39 -0.01
C -4.11 0.08 0.63
Br 4.67 -0.70 -0.99
C 4.18 3.99 1.03
C -2.18 1.79 0.22
C -2.25 -3.66 -1.82
O -0.18 -2.38 -0.91
C 2.33 -6.08 0.75
H -5.77 4.88 -0.18
H -2.08 -3.37 -2.86
C 2.97 -4.77 0.36
H 4.67 4.67 1.71
C -5.09 4.66 -1.01
C -1.10 0.73 0.36
H -1.67 -4.55 -1.58
H 4.94 -5.54 0.01
N 2.87 2.13 -0.50
C 4.30 -4.66 0.00
H -5.51 2.10 -0.27
C 3.47 3.17 -1.05
H 0.28 3.16 -0.53
H 3.08 -6.86 0.85
H 3.40 3.24 -2.13
C 2.93 1.97 0.83
Au 1.30 -0.76 -0.14
H -4.66 5.59 -1.36
O -0.14 0.82 -0.48
C -0.37 3.62 0.21
N 2.70 -2.41 -0.04
H 1.80 -5.99 1.70
H 1.17 -3.63 0.61
H -5.02 0.22 1.22
C 4.82 -3.44 -0.38
C -4.46 2.37 -0.21
C -3.57 1.43 0.23
C -4.07 3.69 -0.57
C -2.08 -3.05 0.80
O -1.24 -0.11 1.24
H -1.61 -4.03 0.87
H -3.31 -3.82 -1.65
H 5.85 -3.32 -0.67
N 3.57 2.92 1.58
H -5.71 4.22 -1.80
C -1.78 3.17 -0.01
C -2.72 4.06 -0.44
H 3.60 2.78 2.58
C 2.21 -3.61 0.33
S 2.26 0.65 1.67
C 4.15 4.16 -0.32
```

Atomic partial charges in e from the Mulliken method, atoms 1 to 5:
1 H 0.37
2 S 0.60
3 H 0.25
4 C 0.30
5 H 0.33